Computed, not measured: a cluster of 11 separate species, C5H31NO12 in total in a non-equilibrium geometry, with ωB97M-V with the def2-TZVPD basis set.

Total charge: +1
LUMO energy (spin up / spin down), eV: -3.187 / -9.358
HOMO (spin up / spin down), eV: -13.17 / -13.17
E, eV: -31734.067
Energy above the lowest of the compared OMol25 structures with the same formula, charge and spin, eV: 6.745
Expectation value of S²: 0.762
2S+1: 2
Frontier orbital gap (spin up / spin down), eV: 9.981 / 3.808

Last column: Mulliken charge in e.
Positions of all 49 atoms, in Å:
C  0.382  -0.493  -1.845  -0.9967
C  -0.822  0.438  -2.393  1.2457
C  -2.092  -0.520  -2.173  -1.3570
C  -0.500  1.097  -3.788  -1.5119
N  0.588  -0.523  -0.399  0.9664
C  1.840  -0.290  -0.026  0.1724
O  1.998  -0.038  1.345  -0.2404
O  2.912  -0.300  -0.572  -0.3996
H  0.087  -1.427  -2.253  0.4299
H  1.380  -0.267  -2.407  0.5689
H  -0.902  1.394  -1.719  -0.2437
H  -2.079  -1.317  -2.925  0.4921
H  -3.035  -0.159  -2.751  0.3697
H  -2.363  -0.727  -1.085  0.2260
H  0.452  1.396  -4.074  0.4680
H  -0.948  2.154  -3.788  0.3307
H  -0.845  0.436  -4.610  0.3841
H  -0.128  -0.860  0.283  0.0335
H  2.737  0.614  1.640  0.2999
H  -0.131  1.398  0.970  0.1743
H  0.683  2.859  0.962  0.3607
O  0.299  2.057  1.632  -0.5485
H  -2.588  2.544  3.563  0.3094
H  -2.568  1.386  2.561  0.3977
O  -2.239  1.638  3.449  -0.6443
H  2.587  -3.795  -0.419  0.2967
H  2.663  -3.226  -1.905  0.2956
O  2.241  -3.640  -1.225  -0.5878
H  2.663  1.976  -1.434  0.3285
H  3.133  3.140  -2.525  0.2830
O  2.347  2.662  -2.194  -0.5941
H  -1.208  -0.594  2.182  0.1742
H  -1.211  -1.840  1.743  0.3164
O  -1.575  -1.075  1.430  -0.7192
H  -1.149  -3.961  2.729  0.3106
H  -2.328  -3.268  2.499  0.2916
O  -1.767  -3.711  2.035  -0.5754
H  0.896  0.010  2.904  0.2573
H  0.922  -0.521  4.229  0.2852
O  0.631  -0.791  3.430  -0.5821
H  -0.403  3.807  -1.962  0.3546
H  0.672  3.451  -1.429  0.2542
O  -0.019  4.160  -1.094  -0.5921
H  1.663  -3.073  3.182  0.2916
H  2.455  -1.691  2.687  0.3860
O  2.545  -2.652  2.958  -0.6305
H  -2.917  0.188  1.406  0.4213
H  -2.153  0.948  0.262  0.1732
O  -2.805  1.005  0.917  -0.7257

***

Computed, not measured: the molecule C32H41ClN2O8 in a non-equilibrium geometry, with ωB97M-V with the def2-TZVPD basis set.

LUMO energy, eV: 0.497
HOMO, eV: -7.63
E, eV: -65730.168
SMILES: CCOC(=O)C(Cl)(C(=O)OCC)[C@@H](/C=C/N1[C@H](Cc2cc(OC)c(OC)c(OC)c2)C(=O)N(C)C1(C)C)c1ccccc1
Frontier orbital gap, eV: 8.128

Last column: Mulliken charge in e.
Positions of all 84 atoms, in Å:
C  -5.353  0.619  1.373  -1.1131
C  -3.996  0.111  0.980  -0.2228
O  -3.014  1.008  1.592  -0.2471
C  -2.074  1.550  0.801  -0.4063
O  -1.958  1.285  -0.386  -0.6686
C  -1.220  2.552  1.609  2.5146
Cl  -0.223  3.530  0.513  -0.1494
C  -2.356  3.471  2.048  -0.6057
O  -2.556  3.820  3.197  -0.5934
O  -3.135  3.778  0.983  -0.1434
C  -4.043  4.903  1.146  -0.3633
C  -5.172  4.631  0.187  -1.0498
C  -0.518  1.909  2.669  0.3736
C  0.561  0.973  2.177  -0.9368
C  0.679  0.464  0.929  -0.8431
N  1.519  -0.555  0.560  0.3931
C  1.429  -1.170  -0.753  0.2227
C  0.051  -1.779  -1.063  -0.4342
C  0.005  -2.294  -2.478  -0.2177
C  -0.003  -3.662  -2.733  -0.7939
C  0.288  -4.115  -4.022  0.8388
O  0.843  -5.317  -4.328  -0.4338
C  1.283  -6.158  -3.240  -0.7732
C  0.194  -3.213  -5.108  0.5382
O  0.337  -3.667  -6.385  -0.5223
C  1.689  -3.768  -6.926  -0.5706
C  0.218  -1.822  -4.843  0.6310
O  0.553  -1.047  -5.907  -0.4404
C  0.655  0.379  -5.721  -0.8498
C  0.043  -1.378  -3.528  -0.4061
C  2.578  -2.187  -0.721  0.0955
O  2.884  -3.003  -1.591  -0.7386
N  3.229  -2.011  0.465  0.4043
C  4.356  -2.831  0.833  -1.0092
C  2.619  -1.053  1.379  0.1626
C  2.110  -1.767  2.639  -1.4484
C  3.613  0.055  1.748  -1.6233
C  0.079  2.798  3.796  0.0578
C  0.147  4.190  3.743  -0.0702
C  0.605  4.916  4.855  -0.9909
C  1.222  4.247  5.914  -0.4704
C  1.292  2.849  5.904  -0.8107
C  0.635  2.132  4.899  -0.3628
H  -6.114  -0.105  1.073  0.4335
H  -5.406  0.788  2.455  0.3037
H  -5.575  1.562  0.862  0.1123
H  -3.796  -0.881  1.395  0.2996
H  -3.858  0.112  -0.104  0.3227
H  -4.373  4.957  2.189  0.3539
H  -3.493  5.812  0.876  0.2582
H  -5.870  5.472  0.143  0.4271
H  -4.785  4.449  -0.824  0.2870
H  -5.724  3.739  0.512  0.1799
H  -1.278  1.302  3.199  0.6526
H  1.313  0.711  2.920  0.4961
H  0.093  0.867  0.103  1.0297
H  1.670  -0.407  -1.521  0.2629
H  -0.714  -1.003  -0.907  -0.0219
H  -0.137  -2.602  -0.353  0.3051
H  -0.089  -4.372  -1.905  0.2651
H  1.744  -7.018  -3.726  0.2629
H  2.016  -5.634  -2.609  0.2939
H  0.426  -6.479  -2.632  0.3159
H  1.545  -4.175  -7.926  0.2611
H  2.141  -2.772  -6.969  0.2165
H  2.285  -4.448  -6.308  0.2088
H  0.877  0.770  -6.715  0.2405
H  -0.292  0.798  -5.352  0.3296
H  1.469  0.627  -5.025  0.3470
H  0.007  -0.305  -3.306  0.3882
H  4.673  -3.424  -0.027  0.3601
H  5.185  -2.199  1.163  0.2895
H  4.100  -3.508  1.656  0.3209
H  1.514  -2.643  2.349  0.3675
H  2.965  -2.088  3.246  0.4753
H  1.479  -1.107  3.235  0.3064
H  4.120  0.405  0.839  0.3778
H  3.102  0.904  2.204  0.3150
H  4.349  -0.346  2.454  0.4795
H  -0.154  4.724  2.847  0.4063
H  0.456  5.998  4.887  0.3700
H  1.644  4.809  6.747  0.3925
H  1.826  2.299  6.689  0.3641
H  0.568  1.041  4.956  0.4202